1.
Density functional theory data (ωB97M-V/def2-TZVPD) for 11 unconnected molecules or ions with the total composition H23O11 in a non-equilibrium geometry.

Each line ends with the Mulliken charge.
CARTESIAN COORDINATES (ANGSTROEM)
O 0.318 2.299 0.088  -0.68
H -0.558 -1.934 1.789  0.51
H -2.999 1.183 0.509  0.32
H -0.078 -0.649 -2.719  0.29
H 3.105 2.427 1.860  0.29
H 2.397 -0.956 -3.318  0.33
H -3.089 3.413 -0.775  0.33
H -1.454 -1.376 -0.591  0.29
H 1.567 -0.255 -1.324  0.41
O 2.137 -0.026 -3.268  -0.66
H 2.883 -0.669 -0.791  0.33
H -3.507 2.483 -1.971  0.29
O 2.764 1.619 1.457  -0.61
H -0.771 -0.475 1.795  0.33
H 1.965 1.946 0.996  0.42
O 1.948 -0.690 -0.542  -0.63
H -0.165 -4.069 1.713  0.28
H -0.143 1.459 0.170  0.27
H 1.245 -0.728 2.327  0.45
H -0.680 0.467 -2.097  0.32
H 1.954 -0.923 0.900  0.36
H -2.068 -2.786 -0.904  0.31
O -0.669 -3.445 1.157  -0.65
O 2.092 -1.090 1.918  -0.33
O -2.230 -1.948 -0.454  -0.62
H -2.452 1.639 1.988  0.28
H -0.170 2.974 0.576  0.32
O -0.389 -0.441 -1.840  -0.64
O -3.140 3.322 -1.741  -0.62
H 2.671 -0.322 2.119  0.49
O -0.435 -1.142 2.412  -0.82
O -2.763 1.897 1.126  -0.59
H 2.239 0.378 -4.133  0.29
H -1.525 -3.581 1.566  0.36

Output
Net charge: +1
HOMO (Eh): -0.505
E (eV): -22889.613
Relative energy (zero: lowest compared OMol25 entry of this formula, charge and spin) (eV): 2.8408
Gap between HOMO and LUMO (Ha): 0.392
Spin multiplicity: 1

=====

2.
Density functional theory data (ωB97M-V/def2-TZVPD) for 11 unconnected molecules or ions with the total composition H23O11 in a non-equilibrium geometry.

Each line ends with the Mulliken charge.
CARTESIAN COORDINATES (ANGSTROEM)
O -2.830 0.588 -0.248  -0.67
H -2.896 -0.071 0.593  0.32
O 1.889 1.779 -1.301  -0.69
H 1.134 -0.705 0.211  0.27
O 1.696 3.941 0.135  -0.61
H 2.388 4.360 -0.321  0.30
H 0.291 1.530 3.669  0.34
O -1.109 -4.019 -1.409  -0.67
H 1.615 -2.220 -0.242  0.31
H -3.197 -0.206 -1.810  0.54
H 3.975 0.882 0.533  0.34
H 1.696 3.978 1.126  0.31
H 2.301 -2.931 2.898  0.31
H 1.291 2.494 -0.976  0.34
O 1.799 -1.337 -0.099  -0.66
O 2.967 0.707 0.803  -0.62
O -2.494 0.213 -2.657  -0.49
H -0.840 -4.851 -1.852  0.31
O -0.180 1.560 2.789  -0.56
O 2.199 -2.786 1.800  -0.60
H -1.435 -4.120 -0.411  0.34
H 3.124 -0.320 0.804  0.34
H -2.163 3.231 1.260  0.28
H 2.776 -3.441 1.457  0.31
H -1.714 0.603 -2.335  0.37
H -1.878 -2.745 -2.107  0.41
H -3.464 2.543 1.767  0.32
H -0.501 -1.945 -2.386  0.29
O -1.381 -2.011 -2.551  -0.69
H 0.557 1.008 2.551  0.23
H -2.150 -0.735 -2.858  0.56
O -2.543 2.463 1.456  -0.65
H 1.920 1.122 -0.450  0.36
H -2.841 1.439 0.162  0.41

Output
Net charge: +1
HOMO (Eh): -0.440
E (eV): -22884.903
Relative energy (zero: lowest compared OMol25 entry of this formula, charge and spin) (eV): 7.5510
Gap between HOMO and LUMO (Ha): 0.321
Spin multiplicity: 1

=====

3.
Density functional theory data (ωB97M-V/def2-TZVPD) for 12 unconnected molecules or ions with the total composition H23O12 in a non-equilibrium geometry.

Each line ends with the Mulliken charge.
CARTESIAN COORDINATES (ANGSTROEM)
O -2.286 4.388 29.467  -0.74
H -2.888 3.726 26.518  0.44
H -2.109 7.846 26.860  0.45
H 0.551 2.937 24.870  0.32
O 1.047 5.768 26.346  -0.68
H 0.122 5.467 26.492  0.16
O -3.755 3.454 26.310  -0.74
H -1.161 1.337 26.580  0.30
H -1.779 5.299 27.126  0.07
H -0.706 7.180 28.227  0.38
O -1.312 4.532 26.793  -0.16
H -4.814 4.412 27.647  0.39
H 0.319 3.108 29.376  0.35
H -3.949 3.525 25.401  0.28
O -4.887 4.630 28.564  -0.72
O -1.176 8.029 26.809  -0.69
H -1.526 6.302 24.356  0.38
H -3.775 6.852 28.539  0.26
H -0.628 3.740 25.436  0.22
H -1.675 5.424 25.508  0.18
O -2.234 5.796 24.778  -0.64
H -2.157 4.328 28.506  0.16
H -2.520 5.293 29.648  0.34
H -0.330 7.330 29.761  0.26
O -3.523 7.146 27.654  -0.66
O 0.788 3.452 28.635  -0.66
H -1.206 2.681 27.217  0.21
H -3.998 4.463 28.864  0.43
H 0.119 3.872 28.089  0.19
H 1.351 5.355 25.563  0.32
O -0.310 6.774 28.985  -0.59
H -4.244 6.989 27.029  0.29
O -0.320 3.253 24.606  -0.70
H -0.823 7.808 25.947  0.26
O -1.192 1.739 27.420  -0.63

Output
Net charge: -1
HOMO (Eh): -0.249
E (eV): -24945.836
Relative energy (zero: lowest compared OMol25 entry of this formula, charge and spin) (eV): 2.1723
Gap between HOMO and LUMO (Ha): 0.356
Spin multiplicity: 1

=====

4.
Density functional theory data (ωB97M-V/def2-TZVPD) for a molecular structure, H24KrO12 in a non-equilibrium geometry.

Each line ends with the Mulliken charge.
CARTESIAN COORDINATES (ANGSTROEM)
Kr 0.225 -0.027 0.330  0.01
H -2.685 0.585 -0.503  0.27
H 0.623 2.573 3.464  0.31
H -4.023 -0.105 -0.345  0.27
H 0.920 0.583 -3.124  0.35
H -0.163 0.771 3.307  0.35
H -2.103 -2.803 0.850  0.47
H -2.848 1.116 -2.758  0.31
O -2.329 -1.511 2.103  -0.84
H -2.052 -4.278 0.514  0.29
O 3.784 -1.110 0.208  -0.68
H 2.318 -1.042 -2.363  0.30
H 0.960 2.834 2.011  0.35
O 1.207 2.291 2.760  -0.68
H -0.181 4.051 -0.173  0.29
H -3.070 -1.555 2.707  0.33
O -0.678 -1.923 -2.379  -0.57
H 3.667 0.137 1.483  0.44
H 1.185 3.401 -0.229  0.30
O -2.240 0.392 -2.609  -0.68
H 2.818 -0.136 -1.258  0.30
O 2.464 -0.121 -2.147  -0.65
O 0.268 0.727 -3.810  -0.65
O -0.833 0.359 3.853  -0.65
H -1.368 -1.287 -2.566  0.40
H -0.861 -2.220 -1.488  0.24
H -1.226 -0.307 3.289  0.39
O -1.917 -3.410 0.134  -0.63
O 0.500 3.672 0.382  -0.65
O -3.164 -0.015 0.068  -0.61
H 2.649 1.025 2.166  0.30
O 3.550 0.711 2.240  -0.64
H 0.506 0.108 -4.501  0.28
H 4.507 -1.153 -0.418  0.32
H -1.453 0.635 -3.096  0.37
H -2.637 -0.957 1.385  0.40
H 3.679 -2.010 0.516  0.28

Output
Net charge: 0
HOMO (Eh): -0.377
E (eV): -99890.408
Relative energy (zero: lowest compared OMol25 entry of this formula, charge and spin) (eV): 0.3987
Gap between HOMO and LUMO (Ha): 0.377
Spin multiplicity: 1

=====

5.
Density functional theory data (ωB97M-V/def2-TZVPD) for a molecular structure, H24NO10 in a non-equilibrium geometry.

Each line ends with the Mulliken charge.
CARTESIAN COORDINATES (ANGSTROEM)
O -2.176 -0.377 1.677  -0.71
H 3.603 -1.577 0.836  0.30
H -1.147 0.130 1.985  0.48
N 0.376 -0.233 -0.138  -0.28
H 3.979 2.093 0.592  0.34
H -2.584 1.648 -0.613  0.32
O 3.591 1.737 1.401  -0.70
H 1.326 3.649 -0.158  0.35
H -0.083 -3.041 2.479  0.28
H -1.457 -2.318 -1.652  0.40
H -1.341 2.188 -1.911  0.23
H 3.184 -0.035 1.236  0.36
H 0.741 0.606 0.309  0.42
H -1.862 1.925 0.633  0.30
O -0.159 0.257 2.265  -0.89
H -0.601 -0.616 0.421  0.11
H -1.044 2.020 -3.287  0.32
H 1.094 -1.036 -0.017  0.33
H 0.019 -0.671 2.381  0.38
H 0.151 -0.239 -1.030  0.33
H 0.929 2.671 -1.466  0.29
H -2.457 0.200 0.848  0.49
H -2.201 -1.322 1.507  0.29
O -2.008 1.224 0.093  -0.55
H 1.531 -2.479 2.010  0.29
H 2.608 2.199 1.450  0.33
H -0.805 -2.261 -3.898  0.34
O 1.389 2.646 -0.657  -0.63
H -1.969 -1.959 -3.516  0.28
H -2.460 -2.007 -0.326  0.26
O 2.824 -0.931 0.935  -0.63
O 0.565 -2.428 1.969  -0.60
O -1.669 -2.317 -0.675  -0.67
O -0.658 2.311 -2.448  -0.56
O -1.237 -1.670 -3.222  -0.62

Output
Net charge: +1
HOMO (Eh): -0.460
E (eV): -22344.619
Relative energy (zero: lowest compared OMol25 entry of this formula, charge and spin) (eV): 6.1776
Gap between HOMO and LUMO (Ha): 0.338
Spin multiplicity: 1

=====

6.
Density functional theory data (ωB97M-V/def2-TZVPD) for 11 unconnected molecules or ions with the total composition H24NO10 in a non-equilibrium geometry.

Each line ends with the Mulliken charge.
CARTESIAN COORDINATES (ANGSTROEM)
H -0.706 -2.633 -2.104  0.32
O -0.133 3.629 -0.793  -0.72
O -0.337 3.062 1.626  -0.62
H -0.421 -0.909 -3.318  0.31
H 0.489 1.081 0.300  0.14
H 3.128 1.735 0.223  0.36
H -2.787 -0.038 2.542  0.34
H 0.274 -3.227 -0.398  0.47
H -0.806 0.513 -2.827  0.29
H -2.245 1.560 -1.141  0.30
H -1.149 2.472 -1.250  0.24
H 0.318 3.063 2.361  0.29
H -0.560 4.550 -0.710  0.34
H -0.361 -3.657 1.780  0.36
O -0.813 -1.979 -1.353  -0.64
O 2.748 -2.267 -0.164  -0.61
H -1.816 -1.940 -1.394  0.30
H -0.392 3.235 0.094  0.35
O 0.679 -4.036 -0.539  -0.70
H -0.708 -2.368 2.512  0.23
N 0.574 0.035 0.235  -0.23
H 0.092 -4.627 -1.024  0.27
H 1.039 -0.429 1.050  0.37
H -1.248 3.413 2.035  0.34
H -1.818 1.239 2.351  0.29
H 0.959 -0.208 -0.667  0.35
O -0.063 0.159 -3.067  -0.56
O -1.426 1.816 -1.591  -0.57
O -0.820 -2.653 1.747  -0.57
H -0.332 -0.368 0.239  0.29
H 2.334 -3.009 -0.373  0.31
H 2.503 2.371 1.419  0.29
H 3.307 -1.805 -0.829  0.32
O 2.895 1.554 1.179  -0.64
O -2.390 0.661 1.848  -0.61

Output
Net charge: +1
HOMO (Eh): -0.501
E (eV): -22344.339
Relative energy (zero: lowest compared OMol25 entry of this formula, charge and spin) (eV): 6.4574
Gap between HOMO and LUMO (Ha): 0.376
Spin multiplicity: 1